Computed, not measured: C24H25BrN8S4Tc as an isolated structure in a non-equilibrium geometry, with ωB97M-V/def2-TZVPD.

```
63
Properties=species:S:1:pos:R:3:forces:R:3
Tc 1.6208 0.3015 0.2938 -0.81 -0.72 -1.60
C 2.2981 2.7651 3.8285 -0.07 0.15 -0.14
C 2.1083 1.6781 2.8367 0.02 0.45 -0.47
N 1.9804 1.8824 1.5461 0.27 -0.56 0.17
N 2.0958 3.1279 1.1081 0.26 1.92 0.39
C 2.0838 3.3580 -0.1676 -0.33 -1.10 0.26
N 2.2337 4.5861 -0.6471 0.02 0.33 -0.18
S 1.8620 2.0540 -1.3284 0.68 -1.23 0.80
C 2.1089 0.2826 3.2067 -0.01 -0.41 0.31
C 2.3230 -0.1861 4.5058 -0.14 0.10 -0.40
C 2.3993 -1.5486 4.7301 -0.02 0.01 -0.21
C 2.2542 -2.4142 3.6527 -0.02 0.31 -0.10
C 2.0139 -1.8795 2.3980 0.06 -0.58 0.01
N 1.9433 -0.5727 2.1724 0.19 0.37 0.30
H 2.1766 3.7358 3.3580 0.01 -0.07 0.00
H 3.2966 2.7104 4.2611 0.09 -0.04 0.06
H 1.5725 2.6703 4.6343 -0.04 -0.07 0.10
H 2.4206 5.3574 -0.0242 -0.02 -0.08 0.01
H 2.2790 4.7402 -1.6407 0.01 0.05 0.09
H 2.4251 0.5162 5.3153 0.07 0.10 0.08
H 2.5766 -1.9318 5.7228 0.01 -0.02 0.09
H 2.3285 -3.4829 3.7745 -0.04 -0.07 -0.01
H 1.8768 -2.5224 1.5397 0.03 -0.01 -0.03
S 3.8211 -0.7530 -0.3009 -0.91 0.61 0.72
C 2.7817 -1.3910 -1.4940 -0.12 -0.13 -0.31
N 1.5156 -0.9980 -1.3675 0.81 0.29 0.32
C 0.7544 -1.4008 -2.4363 -0.48 -0.48 -0.97
C -0.5717 -1.0653 -2.6905 0.24 0.02 0.11
C -1.1843 -1.5695 -3.8194 0.05 -0.01 0.00
C -0.4973 -2.4024 -4.7005 0.07 -0.03 0.03
C 0.8331 -2.7154 -4.4848 -0.04 -0.01 -0.01
C 1.4567 -2.2074 -3.3565 -0.18 0.30 0.40
S 3.1293 -2.3831 -2.8639 -0.29 0.29 0.36
H -1.0823 -0.3914 -2.0231 -0.13 0.08 0.08
H -2.2045 -1.2957 -4.0325 -0.18 0.02 -0.06
H -1.0002 -2.7967 -5.5696 -0.02 0.01 -0.10
H 1.3728 -3.3239 -5.1904 0.09 -0.13 -0.09
Br -1.1013 2.7839 2.5092 -0.19 0.22 0.03
C -1.6751 2.8686 0.7013 -0.03 -0.07 -0.20
C -2.8487 3.5463 0.3961 0.04 -0.03 0.17
C -3.2424 3.5846 -0.9303 0.08 -0.04 -0.04
C -2.4587 2.9479 -1.8825 0.06 -0.04 0.04
C -1.3058 2.3065 -1.4633 -0.29 0.15 -0.14
N -0.9185 2.2616 -0.1934 0.01 0.31 0.44
H -3.4207 4.0301 1.1724 -0.01 0.04 0.04
H -4.1380 4.1155 -1.2175 -0.07 0.02 0.00
H -2.7212 2.9586 -2.9279 -0.05 0.01 -0.11
H -0.6532 1.8161 -2.1728 0.00 0.01 -0.11
C -0.7021 -3.3556 0.1504 0.45 -0.11 0.23
N -1.8048 -2.4956 -0.1679 -0.30 0.49 0.02
C -2.9460 -2.9381 -0.9558 -0.20 -0.30 -0.34
C -3.8942 -1.7266 -0.9148 -0.42 -0.22 -0.19
N -3.0784 -0.7180 -0.2577 0.16 -0.04 0.06
C -1.9308 -1.2297 0.1997 -0.11 -0.30 -0.34
S -0.8584 -0.3887 1.2142 1.43 0.23 0.31
H -0.8822 -4.3338 -0.2845 -0.01 -0.03 -0.02
H -0.6006 -3.4542 1.2335 -0.01 -0.05 -0.04
H 0.2262 -2.9501 -0.2551 0.00 -0.09 -0.03
H -3.3847 -3.8308 -0.5043 0.02 0.07 -0.09
H -2.6177 -3.1774 -1.9729 -0.07 0.00 0.12
H -4.7990 -1.9333 -0.3366 0.11 0.03 -0.05
H -4.1936 -1.3924 -1.9112 0.05 -0.08 0.12
H -3.4526 0.1704 0.0249 0.23 0.16 0.14
```
Positions in Å, forces in eV/Å.

Its LUMO energy (alpha / beta) is -8.05 / -7.43 eV. The total charge is +2. Its frontier orbital gap (alpha / beta) is 5.62 / 6.29 eV. The value obtained for the total energy is -152784.823 eV. The spin multiplicity is 2. The HOMO energy (alpha / beta) is -13.67 / -13.72 eV.

These are the Löwdin partial charges, in e, on atoms 1 to 5:
1 Tc 1.107
2 C -0.013
3 C -0.270
4 N -0.162
5 N -0.002